Record 1
{"formula": "C4H15N4", "method": "wB97M-V/def2-TZVPD", "energy_ev": -10342.554, "e_above_lowest_ev": 4.228, "charge": 1, "homo_lumo_gap_ev": [3.4759, 3.4768], "elements": ["C", "C", "C", "C", "N", "N", "N", "N", "H", "H", "H", "H", "H", "H", "H", "H", "H", "H", "H", "H", "H", "H", "H"], "positions_angstrom": [[1.3442, -1.4843, -1.4260], [-2.6447, -1.7035, -0.2156], [0.7380, 0.4375, -0.1011], [1.3419, -0.7320, -0.1240], [-3.6816, -2.4934, -0.0068], [0.7414, 1.3625, 0.9591], [1.9404, -1.4628, 0.9204], [0.5589, 4.2683, 0.5617], [2.3239, -1.1972, -1.9484], [1.0589, -2.4800, -1.2310], [0.5846, -1.1368, -2.1970], [-2.5683, -1.2926, -1.1898], [-2.0773, -1.3756, 0.6522], [0.2151, 0.7408, -0.9485], [-3.8510, -2.8687, 0.9403], [-4.4418, -2.5207, -0.7527], [1.3281, 1.0305, 1.7735], [0.7157, 2.4156, 0.6695], [2.3770, -1.0509, 1.7551], [2.4339, -2.3225, 0.7527], [0.8725, 4.9010, 1.2354], [1.0066, 4.4799, -0.2523], [-0.3166, 4.4850, 0.1733]], "forces_ev_per_angstrom": [[0.269, 2.375, -1.713], [-2.866, -1.293, 1.524], [0.658, 1.282, 2.337], [-0.123, -1.751, -0.700], [0.792, 1.790, -0.948], [0.216, 0.374, 0.414], [0.434, 0.466, 1.425], [-0.767, -2.007, 0.341], [-1.031, -1.542, 0.684], [0.653, -1.666, -0.222], [0.609, 0.032, 1.185], [0.472, 0.425, -0.703], [0.596, -0.339, -0.365], [-0.593, 0.576, -1.433], [-0.135, 0.173, -0.788], [1.381, -0.608, 1.341], [-0.940, 1.284, -1.462], [0.385, -2.211, 1.295], [-0.634, 0.324, -0.890], [-0.132, 0.066, -0.780], [0.100, 1.243, 1.287], [2.891, 0.489, -2.592], [-2.234, 0.519, 0.763]], "nbo_charge": [-0.63, 0.17, -0.10, 0.07, -0.61, -0.90, -0.86, -1.05, 0.24, 0.20, 0.20, 0.23, 0.26, 0.18, 0.45, 0.46, 0.37, 0.44, 0.38, 0.39, 0.38, 0.36, 0.36]}

***

Record 2
{"formula": "C13H47B2NO5", "method": "wB97M-V/def2-TZVPD", "energy_ev": -27319.319, "charge": -2, "homo_lumo_gap_ev": 5.9711, "elements": ["N", "H", "H", "H", "H", "B", "H", "H", "H", "H", "B", "H", "H", "H", "H", "C", "O", "H", "H", "H", "C", "C", "C", "O", "H", "H", "H", "H", "H", "H", "H", "H", "C", "C", "C", "O", "H", "H", "H", "H", "H", "H", "H", "H", "C", "C", "C", "O", "H", "H", "H", "H", "H", "H", "H", "H", "C", "C", "C", "O", "H", "H", "H", "H", "H", "H", "H", "H"], "positions_angstrom": [[0.2394, 0.2054, 0.0636], [0.2604, 1.2175, 0.1849], [0.3294, -0.3446, 0.9293], [1.0787, 0.0462, -0.5614], [-0.5835, -0.0368, -0.4971], [-0.8506, -0.3938, -2.9512], [-0.7169, 0.8156, -2.8910], [-0.9014, -0.6227, -4.1320], [0.1045, -0.8864, -2.4455], [-1.8548, -0.6694, -2.3493], [-1.5649, -3.0770, -0.4271], [-2.3212, -3.4962, -1.2550], [-1.2783, -1.9551, -0.6860], [-2.1016, -3.0334, 0.6736], [-0.5279, -3.6753, -0.3021], [3.3106, 1.3326, -0.8217], [2.7159, 0.2782, -1.4387], [2.8141, 2.2988, -1.0878], [3.2663, 1.2146, 0.2885], [4.3704, 1.5391, -1.1028], [3.4907, -2.8032, 0.3802], [3.6043, -2.9571, -1.1203], [3.7950, -4.3945, -1.5754], [2.4005, -2.5249, -1.7374], [2.8017, -3.5186, 0.8315], [3.1237, -1.8157, 0.6813], [4.4842, -2.7812, 0.8526], [4.3936, -2.3326, -1.5617], [2.9614, -5.0057, -1.2302], [4.7112, -4.8901, -1.2274], [3.9256, -4.3471, -2.6579], [2.3621, -1.5695, -1.5360], [-4.3389, 1.6214, -2.6327], [-3.4542, 2.3007, -1.5759], [-4.3422, 2.9849, -0.5252], [-2.6977, 1.2789, -0.9681], [-4.9846, 0.9285, -2.0844], [-3.8159, 1.0840, -3.4222], [-4.9730, 2.3746, -3.1196], [-2.8664, 3.0426, -2.1379], [-3.7861, 3.8394, -0.1348], [-4.5619, 2.2334, 0.2312], [-5.2519, 3.3196, -1.0233], [-2.4946, 0.6402, -1.6960], [0.1804, -0.8353, 4.1154], [-0.0243, -2.0031, 3.1692], [-0.7776, -3.2445, 3.6467], [-0.6390, -1.4435, 2.0247], [0.8183, -0.0369, 3.7415], [0.5671, -1.1442, 5.0958], [-0.7896, -0.3874, 4.3616], [0.9892, -2.3945, 2.9652], [-1.7696, -2.9644, 4.0017], [-0.2156, -3.6738, 4.4839], [-0.7279, -3.9576, 2.8269], [-1.1717, -2.1477, 1.5806], [1.4810, 3.6416, 1.2407], [-0.0056, 3.8712, 1.0327], [-0.2607, 4.4622, -0.3412], [-0.6865, 2.6184, 1.1105], [2.0580, 3.5993, 0.3165], [1.6757, 2.6873, 1.7325], [1.9804, 4.4258, 1.8159], [-0.3590, 4.5691, 1.8007], [0.1384, 3.9190, -1.1949], [0.2039, 5.4627, -0.3650], [-1.3063, 4.7346, -0.5216], [-1.6338, 2.7766, 1.1585]], "forces_ev_per_angstrom": [[1.407, 0.358, -1.117], [-0.481, -0.309, 0.458], [-0.700, 0.179, -0.361], [0.190, -0.144, -0.262], [-0.016, -0.384, 0.143], [0.143, 0.905, -0.354], [0.097, 0.724, 0.102], [-0.257, -0.379, -0.505], [0.282, -0.360, 0.174], [-0.618, -0.340, 0.021], [0.231, 0.262, 0.467], [-0.341, -0.390, -0.251], [0.049, 0.443, -0.055], [-0.541, -0.259, 0.635], [0.378, -0.553, 0.006], [-0.609, -0.401, -0.362], [-0.020, -0.223, 0.299], [-0.051, 0.104, 0.244], [0.284, 0.466, 0.155], [0.157, -0.302, 0.135], [0.625, 0.860, 0.718], [-0.855, 0.244, -0.607], [0.735, -0.017, 0.005], [0.338, -0.336, 0.347], [0.208, -0.249, -0.075], [-0.266, 0.056, -0.561], [-0.046, -0.709, 0.059], [0.347, -0.041, 0.514], [-0.201, 0.039, -0.424], [0.041, 0.340, 0.370], [-0.591, -0.346, -0.078], [-0.112, 0.401, -0.411], [-0.762, 0.487, 0.207], [-0.688, -0.977, -0.966], [0.833, -0.178, -0.725], [-0.174, 0.685, -0.026], [-0.055, -0.127, -0.238], [0.380, -0.035, 0.257], [-0.038, -0.061, 0.009], [0.429, 0.010, 0.422], [-0.289, 0.022, 0.424], [-0.112, 0.188, 0.170], [-0.093, 0.196, 0.251], [0.727, -0.147, 0.422], [-0.857, -0.162, 1.406], [0.679, 0.130, -0.358], [0.736, 0.833, 0.709], [0.123, -0.555, 0.746], [0.065, -0.187, -0.351], [0.274, -0.166, -0.195], [-0.029, 0.065, -0.255], [-0.032, 0.190, -0.517], [-0.230, -0.354, -0.312], [-0.108, -0.032, 0.061], [-0.612, -0.047, -0.022], [0.084, 0.214, -0.761], [0.776, -0.225, 0.071], [-0.048, -0.177, -0.835], [-0.065, 1.904, -0.072], [0.330, 0.433, 0.863], [-0.332, -0.132, -0.195], [-0.140, 0.073, 0.159], [-0.342, 0.055, 0.210], [-0.231, -0.123, 0.040], [-0.061, -0.454, 0.249], [0.274, -0.178, -0.028], [-0.146, -0.593, 0.076], [-0.073, -0.213, -0.325]], "nbo_charge": [-0.94, 0.42, 0.44, 0.48, 0.48, -0.71, -0.08, -0.05, -0.02, -0.08, -0.68, -0.04, -0.04, -0.13, -0.05, -0.19, -0.97, 0.09, 0.08, 0.09, -0.64, 0.09, -0.61, -0.74, 0.21, 0.22, 0.18, 0.15, 0.21, 0.17, 0.21, 0.52, -0.63, 0.11, -0.64, -0.80, 0.20, 0.24, 0.17, 0.14, 0.19, 0.22, 0.19, 0.55, -0.62, 0.11, -0.63, -0.80, 0.21, 0.18, 0.20, 0.14, 0.20, 0.18, 0.25, 0.55, -0.65, 0.09, -0.63, -0.73, 0.23, 0.23, 0.20, 0.14, 0.24, 0.18, 0.20, 0.48]}

***

Record 3
{"formula": "C9H14", "method": "wB97M-V/def2-TZVPD", "energy_ev": -9559.519, "e_above_lowest_ev": 0.663, "smiles": "Cc1ccccc1.CC", "homo_lumo_gap_ev": 9.9479, "elements": ["C", "C", "H", "H", "H", "H", "H", "H", "C", "C", "C", "C", "C", "C", "C", "H", "H", "H", "H", "H", "H", "H", "H"], "positions_angstrom": [[-1.2142, 0.4455, -2.6341], [-0.2978, -0.7334, -2.4013], [-1.4159, 0.7181, -3.6660], [-2.2192, 0.3009, -2.1975], [-0.8082, 1.4160, -2.2515], [-0.4133, -1.0276, -1.3643], [0.7521, -0.4595, -2.5245], [-0.5443, -1.6086, -3.0264], [0.9914, 2.1319, 0.9038], [-1.0803, -0.8526, 1.9609], [-0.6669, 0.4574, 1.7251], [-0.1654, -1.9038, 1.6974], [0.5657, 0.7318, 1.1402], [1.1306, -1.6166, 1.3219], [1.4492, -0.3292, 0.9654], [-1.9997, -1.1070, 2.4692], [-1.4818, 1.1810, 1.8059], [-0.5453, -2.9201, 1.8090], [1.8809, -2.3718, 1.1547], [1.6483, 2.3114, 0.0225], [1.7763, 2.5006, 1.5756], [2.4972, -0.0798, 0.7553], [0.1605, 2.8153, 0.7586]], "forces_ev_per_angstrom": [[-0.632, 1.476, 0.021], [-0.025, -0.149, 0.052], [0.175, -0.450, -0.457], [0.499, 0.005, 0.031], [-0.204, -0.908, 0.233], [0.118, -0.252, 0.239], [-0.069, -0.136, -0.221], [0.144, 0.420, 0.164], [1.528, 1.037, -1.362], [1.886, -0.883, -0.037], [-1.506, -0.487, -0.742], [-1.387, 0.201, 0.665], [0.049, -0.233, 0.563], [-0.306, -0.276, -0.948], [1.055, 1.066, 0.802], [-0.289, 0.232, -0.383], [0.694, 0.403, 0.264], [0.440, 0.136, 0.181], [-0.053, -0.346, 0.151], [-0.810, -0.827, -0.319], [-0.852, -0.013, 0.978], [-0.442, -0.181, -0.375], [-0.013, 0.165, 0.499]], "nbo_charge": [-0.61, -0.61, 0.20, 0.20, 0.20, 0.21, 0.20, 0.20, -0.65, -0.20, -0.22, -0.22, -0.02, -0.21, -0.21, 0.21, 0.21, 0.21, 0.22, 0.22, 0.23, 0.21, 0.22]}